No. 1
A single C4H10N2O2 molecule at a distorted geometry. Source: the Open Molecules 2025 dataset; level of theory: ωB97M-V/def2-TZVPD.

Summary:
- frontier orbital gap (eV) = 9.71
- SMILES = CNCC(=O)NCO
- multiplicity = 1

Each atom is followed by the atoms it is bonded to, with distances in Å.
Positions of all 18 atoms, in Å:
1 C -1.304 2.285 -0.313  N2 1.484, H9 1.067, H10 1.088, H11 1.082
2 N -1.936 0.949 -0.172  C1 1.484, C3 1.458, H12 1.143
3 C -1.046 -0.115 0.279  N2 1.458, C4 1.483, H13 1.054, H14 1.107
4 C -0.240 -0.790 -0.767  C3 1.483, O5 1.262, N6 1.359
5 O -0.610 -0.922 -1.967  C4 1.262
6 N 0.889 -1.510 -0.535  C4 1.359, C7 1.469, H15 1.119
7 C 1.759 -1.537 0.648  N6 1.469, O8 1.446, H16 1.140, H17 1.171
8 O 2.166 -0.171 0.891  C7 1.446, H18 0.913
9 H -0.309 2.505 -0.628  C1 1.067
10 H -1.890 2.891 -1.000  C1 1.088
11 H -1.304 2.714 0.680  C1 1.082
12 H -2.267 0.653 -1.224  N2 1.143
13 H -0.377 0.236 1.014  C3 1.054
14 H -1.611 -0.826 0.911  C3 1.107
15 H 1.355 -1.907 -1.471  N6 1.119
16 H 2.665 -2.137 0.303  C7 1.140
17 H 1.488 -2.092 1.643  C7 1.171
18 H 2.572 -0.225 1.707  O8 0.913

How is the electron density shared among the atoms? According to Löwdin, the charges in e are: -0.14 -0.11 -0.18 -0.45 0.00 0.05 -0.24 -0.04 0.06 0.07 0.07 0.17 0.09 0.14 0.21 0.12 0.15 0.03

No. 2
A single C4H10N2O2 molecule at a distorted geometry. Source: the Open Molecules 2025 dataset; level of theory: ωB97M-V/def2-TZVPD.

Summary:
- frontier orbital gap (eV) = 9.78
- SMILES = NCC[C@@H](N)C(=O)O
- multiplicity = 1

Each atom is followed by the atoms it is bonded to, with distances in Å.
Positions of all 18 atoms, in Å:
1 N 1.208 -2.501 -0.932  C2 1.602, H9 0.985, H10 0.993
2 C 0.497 -1.647 0.223  N1 1.602, C3 1.661, H11 1.028, H12 1.163
3 C 0.542 -0.048 -0.223  C2 1.661, C4 1.577, H13 1.023, H14 1.116
4 C -0.661 0.664 0.507  C3 1.577, N5 1.449, C6 1.617, H15 1.071
5 N -0.349 1.048 1.869  C4 1.449, H16 1.015, H17 0.908
6 C -1.029 2.051 -0.239  C4 1.617, O7 1.199, O8 1.331
7 O -1.983 2.715 0.057  C6 1.199
8 O -0.396 2.323 -1.378  C6 1.331, H18 1.015
9 H 0.826 -3.408 -0.967  N1 0.985
10 H 1.089 -2.099 -1.832  N1 0.993
11 H -0.446 -2.036 0.352  C2 1.028
12 H 1.141 -1.996 1.127  C2 1.163
13 H 1.467 0.310 0.028  C3 1.023
14 H 0.421 0.095 -1.323  C3 1.116
15 H -1.429 -0.079 0.574  C4 1.071
16 H 0.578 1.460 1.826  N5 1.015
17 H -0.554 0.393 2.463  N5 0.908
18 H -0.922 2.756 -2.130  O8 1.015

How is the electron density shared among the atoms? According to Löwdin, the charges in e are: -0.03 -0.16 -0.11 -0.27 0.08 -0.47 0.10 0.06 0.02 0.02 0.04 0.12 0.07 0.11 0.13 0.10 0.00 0.17

No. 3
3 unconnected molecules or ions with the total composition C4H10N2O2 at a distorted geometry. Source: the Open Molecules 2025 dataset; level of theory: ωB97M-V/def2-TZVPD.

Summary:
- frontier orbital gap (spin up / spin down) (eV) = 7.31 / 7.89
- multiplicity = 1

Each atom is followed by the atoms it is bonded to, with distances in Å.
Positions of all 18 atoms, in Å:
1 C 0.053 0.467 -0.446  C2 1.380, C3 1.489, H11 1.085
2 C -0.451 -0.094 0.709  C1 1.380, H14 1.082, H15 1.081
3 C 0.988 1.626 -0.429  C1 1.489, H16 1.091, H17 1.091, H18 1.096
4 N -2.046 1.172 -0.155  O7 1.448, H10 1.024
5 C 1.425 -1.221 0.725  N6 1.351, O8 1.207
6 N 1.199 -2.523 0.443  C5 1.351, H12 1.015, H13 1.005
7 O -2.735 0.274 -1.058  N4 1.448, H9 0.966
8 O 2.475 -0.765 1.108  C5 1.207
9 H -3.505 0.007 -0.541  O7 0.966
10 H -1.817 1.961 -0.768  N4 1.024
11 H -0.084 -0.073 -1.377  C1 1.085
12 H 1.919 -3.219 0.609  N6 1.015
13 H 0.304 -2.832 0.105  N6 1.005
14 H -0.316 0.406 1.659  C2 1.082
15 H -1.142 -0.924 0.662  C2 1.081
16 H 0.767 2.300 0.401  C3 1.091
17 H 0.956 2.181 -1.367  C3 1.091
18 H 2.010 1.257 -0.279  C3 1.096

How is the electron density shared among the atoms? According to Löwdin, the charges in e are: -0.23 -0.06 -0.07 -0.06 -0.42 0.12 -0.18 0.02 0.07 0.04 0.13 0.11 0.09 0.10 0.08 0.09 0.08 0.08

No. 4
A single C4H10N2O2 molecule at a distorted geometry. Source: the Open Molecules 2025 dataset; level of theory: ωB97M-V/def2-TZVPD.

Summary:
- frontier orbital gap (eV) = 10.53
- SMILES = CC(C)NC(=O)NO
- multiplicity = 1

Each atom is followed by the atoms it is bonded to, with distances in Å.
Positions of all 18 atoms, in Å:
1 C 1.427 -1.334 -0.243  C2 1.531, H9 1.090, H10 1.090, H11 1.090
2 C 0.054 -1.166 0.413  C1 1.531, C3 1.531, N4 1.461, H12 1.094
3 C 0.176 -0.867 1.909  C2 1.531, H13 1.090, H14 1.090, H15 1.090
4 N -0.720 -0.128 -0.263  C2 1.461, C5 1.326, H16 1.233
5 C -0.361 1.146 -0.339  N4 1.326, O6 1.211, N7 1.518
6 O 0.629 1.811 -0.128  C5 1.211
7 N -1.493 1.601 -1.243  C5 1.518, O8 1.413, H17 1.022
8 O -1.039 2.425 -2.297  N7 1.413, H18 0.976
9 H 2.010 -0.420 -0.137  C1 1.090
10 H 1.972 -2.152 0.229  C1 1.090
11 H 1.320 -1.560 -1.304  C1 1.090
12 H -0.515 -2.091 0.283  C2 1.094
13 H 0.703 -1.675 2.416  C3 1.090
14 H -0.811 -0.759 2.360  C3 1.090
15 H 0.728 0.060 2.061  C3 1.090
16 H -1.633 0.146 -1.046  N4 1.233
17 H -2.211 2.113 -0.728  N7 1.022
18 H -0.235 2.850 -1.943  O8 0.976

How is the electron density shared among the atoms? According to Löwdin, the charges in e are: -0.06 -0.41 -0.06 0.05 -0.53 0.07 -0.07 -0.03 0.08 0.08 0.08 0.13 0.08 0.08 0.08 0.22 0.14 0.09

Sequential energy above the lowest of the compared OMol25 structures with the same formula, charge and spin output: 3.3013; 3.3999; 7.4903; 4.0399 eV
Sequential DFT total energy output: -418.339644; -418.336018; -418.185702; -418.312500 hartree